Arrangement i

Below is 2 unconnected molecules or ions with the total composition C2HF2N, with properties calculated with wB97M-V/def2-TZVPD.

```
6
Properties=species:S:1:pos:R:3
F 0.596 1.324 1.359
F 0.472 1.382 -0.914
N 0.218 -1.883 0.204
C 0.234 -0.734 0.155
C 0.486 0.595 0.194
H -2.006 -0.684 -0.999
```

Properties
- Charge: 0
- Highest occupied orbital energy (spin up / spin down): -11.01 / -9.75 eV
- Orbital gap (spin up / spin down): 9.45 / 9.43 eV


Arrangement ii

Below is C2HF2N in the gas phase, with properties calculated with wB97M-V/def2-TZVPD.

```
6
Properties=species:S:1:pos:R:3
F 1.107 -0.946 -0.452
F 0.670 1.276 -0.383
N -2.146 -0.053 -0.293
C -0.901 -0.180 -0.214
C 0.579 0.008 0.142
H 0.691 -0.106 1.200
```

Properties
- Charge: 0
- Highest occupied orbital energy: -11.93 eV
- Orbital gap: 12.36 eV
- SMILES: N#CC(F)F


Most stable of them? arrangement ii.


Arrangement i

Below is a gas-phase ion, C9H9O2S (charge +1), with properties calculated with wB97M-V/def2-TZVPD.

```
21
Properties=species:S:1:pos:R:3
S 2.589 -0.043 -1.383
O -0.511 0.456 -1.457
O -3.822 1.088 -0.493
C 1.666 0.594 0.969
C -0.027 -0.626 -0.669
C 3.643 0.890 -0.326
C -1.028 -0.956 0.460
C 2.996 1.091 0.867
C -2.749 0.540 -0.430
C -2.488 -0.780 0.112
C 1.317 -0.095 -0.211
C -1.641 1.061 -1.342
H 3.562 1.672 1.715
H -0.811 -0.384 1.389
H 0.206 -1.329 -1.380
H 4.646 0.980 -0.613
H -1.698 2.003 -1.775
H 1.054 1.024 1.764
H -2.792 -1.658 -0.555
H -0.906 -2.068 0.727
H -3.020 -0.959 1.090
```

Properties
- Charge: +1
- Highest occupied orbital energy: -12.86 eV
- Orbital gap: 5.97 eV


Arrangement ii

Below is a gas-phase ion, C9H9O2S (charge +1), with properties calculated with wB97M-V/def2-TZVPD.

```
21
Properties=species:S:1:pos:R:3
S -2.810 0.930 -0.300
O 3.274 -0.630 1.161
O 0.739 -0.698 -1.258
C -1.504 -1.202 0.351
C -1.313 -0.035 -0.249
C 2.358 1.166 -0.171
C 2.572 -0.209 0.307
C 0.089 0.460 -0.940
C 0.958 1.481 -0.005
C 1.683 -1.089 -0.553
C -3.655 -0.304 0.541
C -2.833 -1.344 0.875
H -0.333 1.121 -1.807
H 2.224 -2.105 -0.779
H 2.733 1.158 -1.182
H 3.013 1.796 0.384
H 0.762 1.398 1.110
H -4.772 -0.229 0.861
H 0.650 2.463 -0.238
H -0.734 -1.948 0.434
H -3.101 -2.178 1.456
```

Properties
- Charge: +1
- Highest occupied orbital energy: -12.61 eV
- Orbital gap: 5.79 eV


Most stable of them? arrangement i.


Arrangement i

Below is a gas-phase ion, C4H6O2P (charge -1), with properties calculated with wB97M-V/def2-TZVPD.

```
13
Properties=species:S:1:pos:R:3
P 0.566 0.513 2.295
O -1.787 -0.661 2.204
O -2.125 -0.879 0.010
C -0.111 0.381 0.779
C -1.493 -0.483 0.983
C 0.270 -0.557 -1.486
C 0.527 0.575 -0.495
H 0.831 -0.441 -2.461
H 0.737 -1.461 -0.988
H 1.694 1.203 1.995
H 0.153 1.591 -0.960
H 1.578 0.846 -0.263
H -0.840 -0.626 -1.615
```

Properties
- Charge: -1
- Highest occupied orbital energy: -4.15 eV
- Orbital gap: 8.19 eV
- SMILES: [H]/P=C(\CC)C(=O)[O-]


Arrangement ii

Below is 2 unconnected molecules or ions with the total composition C4H6O2P, with properties calculated with wB97M-V/def2-TZVPD.

```
13
Properties=species:S:1:pos:R:3
P 0.280 -2.334 -0.243
O 3.036 0.550 -1.106
O 2.740 0.842 1.126
C -1.659 0.400 0.490
C -0.347 0.431 -0.279
C 2.729 0.618 -0.015
C 0.538 -0.698 -0.223
H -1.213 -2.673 -0.475
H 0.243 1.386 0.003
H -1.504 0.409 1.669
H -0.638 0.557 -1.338
H -2.286 1.230 0.231
H -1.919 -0.719 0.159
```

Properties
- Charge: -1
- Highest occupied orbital energy: -2.55 eV
- Orbital gap: 6.36 eV


Most stable of them? arrangement i.


Arrangement i

Below is C2H4N2S3 in the gas phase, with properties calculated with wB97M-V/def2-TZVPD.

```
11
Properties=species:S:1:pos:R:3
S -2.358 0.789 -0.271
S 1.608 -0.023 -1.040
S 0.241 -1.228 1.441
N -2.025 -0.711 -0.947
N -0.884 -1.143 -0.984
C 0.099 -0.337 -0.211
C -0.461 1.067 0.074
H 0.936 -0.153 2.033
H -0.094 1.890 -0.521
H -0.371 1.264 1.240
H 1.875 -1.251 -1.254
```

Properties
- Charge: 0
- Highest occupied orbital energy: -9.35 eV
- Orbital gap: 9.64 eV
- SMILES: SC1(S)CSN=N1


Arrangement ii

Below is a molecular structure, C2H4N2S3, with properties calculated with wB97M-V/def2-TZVPD.

```
11
Properties=species:S:1:pos:R:3
S 2.507 1.609 1.288
S 1.344 -1.099 0.593
S -1.185 -1.807 1.067
N -0.207 -1.136 -0.205
N 0.503 1.206 -0.361
C 1.440 0.638 0.515
C -0.558 0.280 -0.795
H 0.261 2.260 -0.239
H -0.646 0.004 -1.790
H -1.886 -2.547 0.247
H -1.574 0.593 -0.322
```

Properties
- Charge: 0
- Highest occupied orbital energy: -8.43 eV
- Orbital gap: 8.82 eV


Most stable of them? arrangement ii.


Arrangement i

Below is 2 unconnected molecules or ions with the total composition C2H4N2S3, with properties calculated with wB97M-V/def2-TZVPD.

```
11
Properties=species:S:1:pos:R:3
S 1.095 0.999 -2.833
S 1.291 1.080 2.899
S -1.252 -0.593 2.488
N -0.439 -0.844 0.126
N 0.493 0.010 0.637
C -1.379 -1.164 0.901
C 0.324 0.277 1.968
H 1.156 0.492 0.013
H 0.490 1.665 -3.698
H 0.412 -0.101 -3.188
H -2.191 -1.820 0.687
```

Properties
- Charge: 0
- Highest occupied orbital energy: -8.53 eV
- Orbital gap: 9.05 eV
- SMILES: S=c1[nH]ncs1.S


Arrangement ii

Below is 2 unconnected molecules or ions with the total composition C2H4N2S3, with properties calculated with wB97M-V/def2-TZVPD.

```
11
Properties=species:S:1:pos:R:3
S 0.093 1.137 1.304
S 1.256 -2.798 -2.199
S -2.503 2.073 2.055
N -1.281 0.958 2.078
N 0.866 -0.168 1.171
C 0.211 -0.150 -1.798
C 0.763 -1.180 -1.912
H 2.467 -2.463 -1.662
H 0.425 -0.962 1.310
H -1.973 2.899 1.056
H -0.323 0.653 -1.402
```

Properties
- Charge: 0
- Highest occupied orbital energy (spin up / spin down): -8.48 / -8.47 eV
- Orbital gap (spin up / spin down): 7.63 / 7.62 eV


Most stable of them? arrangement i.


Arrangement i

Below is C7H10N2 in the gas phase, with properties calculated with wB97M-V/def2-TZVPD.

```
19
Properties=species:S:1:pos:R:3
N 1.297 -2.276 -0.165
N 1.881 -2.984 -1.137
C 1.564 -2.439 -2.277
C -0.461 -0.733 1.493
C -0.018 -0.166 0.145
C -0.148 1.025 -0.399
C 0.877 -1.217 -2.053
C -0.799 2.169 0.124
C 0.725 -1.161 -0.693
H 0.385 -1.209 2.031
H -1.109 -1.608 1.486
H 1.211 -2.607 0.852
H -1.026 2.016 1.238
H 0.219 1.104 -1.391
H -0.771 0.001 2.140
H 1.780 -2.952 -3.129
H -1.660 2.342 -0.468
H 0.392 -0.750 -2.913
H -0.144 3.198 0.047
```

Properties
- Charge: 0
- Highest occupied orbital energy: -8.31 eV
- Orbital gap: 9.09 eV
- SMILES: C/C=C(\C)c1ccn[nH]1


Arrangement ii

Below is C7H10N2 in the gas phase, with properties calculated with wB97M-V/def2-TZVPD.

```
19
Properties=species:S:1:pos:R:3
N -1.903 0.118 1.100
N -3.254 0.523 -0.561
C -3.178 0.362 0.717
C 1.086 0.985 0.038
C -2.013 0.316 -1.016
C 1.547 1.390 1.162
C -1.138 0.016 0.022
C 0.567 -1.156 -1.397
C 0.326 -0.294 -0.026
H -0.470 -1.421 -1.729
H 1.119 1.562 -0.838
H -1.742 0.414 -2.101
H 0.521 -0.961 0.875
H -3.956 0.448 1.476
H 2.028 2.248 1.446
H -1.490 0.009 2.131
H 1.023 -2.067 -0.897
H 1.369 0.587 1.946
H 1.222 -0.610 -2.149
```

Properties
- Charge: 0
- Highest occupied orbital energy: -8.32 eV
- Orbital gap: 9.11 eV
- SMILES: C=C[C@H](C)c1cnc[nH]1


Most stable of them? arrangement ii.